No. 1
A cluster of 6 separate species, C41H60F3O9P in total, computed with ωB97M-V with the def2-TZVPD basis set.

Each line ends with the Löwdin charge.
Atoms and positions in Å:
C  2.04614  1.37989  4.03889  -0.101
C  0.62226  1.83787  3.39988  -0.205
C  0.60245  1.43432  1.85699  -0.118
C  1.13887  2.39199  0.74941  -0.277
P  1.81562  4.13323  1.04426  0.899
C  0.62160  5.16563  2.11297  -0.308
O  1.71233  4.89091  -0.52245  -0.367
C  1.11391  1.89129  -0.72763  -0.029
C  0.55350  0.49593  -1.18847  0.014
C  -0.01340  -0.43398  -0.09108  -0.040
C  0.03452  0.05423  1.41082  0.009
C  -0.57550  -0.98334  2.48522  -0.235
O  -0.03260  -1.20521  3.59810  0.031
C  -1.91018  -1.74102  1.98290  0.019
C  -3.13970  -1.98588  2.91857  -0.095
C  -3.11372  -1.49068  4.44954  -0.102
C  -3.50744  0.10302  4.44459  -0.170
O  -3.86427  0.45531  3.09015  -0.171
C  -5.02730  1.29608  3.01234  -0.074
C  -6.09826  0.64348  1.97942  -0.346
F  -6.71325  -0.53707  2.51704  0.047
F  -7.13631  1.59855  1.76703  0.045
F  -5.52408  0.39218  0.69685  0.066
C  -4.37197  -2.69980  2.27259  -0.017
C  -4.43117  -3.14431  0.78656  -0.036
C  -3.19553  -2.91219  -0.13420  0.006
C  -1.97091  -2.20987  0.48487  -0.030
C  -0.65447  -1.87945  -0.38944  -0.247
O  -0.19155  -2.69607  -1.22306  0.042
H  1.90706  0.71723  4.96974  0.080
H  2.60209  0.75404  3.25708  0.074
H  2.69010  2.29582  4.25108  0.069
H  0.41550  2.93909  3.60800  0.078
H  -0.19041  1.24954  3.97460  0.091
H  0.33233  6.14035  1.56391  0.038
H  1.18207  5.50320  3.06264  0.047
H  -0.33050  4.59422  2.40683  0.042
H  0.81852  5.32735  -0.54872  0.013
H  1.50427  2.58210  -1.56076  0.098
H  0.53869  0.12091  -2.27286  0.109
H  -2.07243  -1.63051  4.92754  0.110
H  -3.83505  -2.11340  5.08669  0.114
H  -2.58127  0.67555  4.81925  0.124
H  -4.33962  0.22465  5.21416  0.123
H  -4.70102  2.27800  2.50532  0.154
H  -5.58102  1.46156  3.99317  0.144
H  -5.31492  -2.89183  2.89891  0.100
H  -5.33412  -3.64306  0.30714  0.093
H  -3.12708  -3.21653  -1.22871  0.093
C  -1.81464  3.12418  -5.11794  -0.178
C  -0.86006  2.41384  -6.05155  -0.178
C  0.21354  1.93061  -5.09652  -0.198
O  -0.42865  1.69379  -3.83577  -0.172
C  -1.74751  2.25533  -3.87750  -0.197
H  -2.82661  3.22198  -5.51487  0.114
H  -1.43632  4.12705  -4.89292  0.113
H  -1.36198  1.55751  -6.51395  0.116
H  -0.46784  3.04970  -6.84713  0.114
H  0.98250  2.69517  -4.94268  0.120
H  0.69818  1.01351  -5.43968  0.120
H  -2.46248  1.42736  -3.93379  0.120
H  -1.93698  2.81726  -2.96009  0.115
C  4.77473  -1.64276  -0.52341  -0.168
C  5.95628  -0.97630  -1.19180  -0.176
C  5.29011  0.15381  -1.95301  -0.207
O  4.13032  0.53151  -1.20070  -0.150
C  3.88918  -0.45777  -0.19277  -0.203
H  5.04155  -2.23286  0.35489  0.097
H  4.26765  -2.30077  -1.23738  0.121
H  6.63136  -0.56874  -0.43183  0.115
H  6.53153  -1.64354  -1.83625  0.113
H  4.95560  -0.17594  -2.94281  0.115
H  5.94526  1.01957  -2.07752  0.115
H  4.15739  -0.02320  0.77695  0.117
H  2.82712  -0.71074  -0.17533  0.097
C  -2.76157  7.53090  -0.54996  -0.171
C  -2.47343  7.95741  -1.97217  -0.174
C  -0.99210  7.66091  -2.09752  -0.188
O  -0.71740  6.54674  -1.23577  -0.169
C  -1.85951  6.32297  -0.39389  -0.200
H  -3.81252  7.30389  -0.36357  0.117
H  -2.45315  8.32007  0.14382  0.119
H  -3.04011  7.33094  -2.66883  0.117
H  -2.71725  9.00124  -2.17623  0.117
H  -0.38665  8.50644  -1.75510  0.122
H  -0.69900  7.41464  -3.12046  0.121
H  -2.35588  5.40947  -0.73889  0.123
H  -1.53339  6.17354  0.63688  0.090
C  -1.53413  -6.60076  -4.30101  -0.183
C  -0.49970  -5.74730  -3.60094  -0.174
C  -1.12578  -5.55047  -2.23478  -0.213
O  -1.91104  -6.72141  -1.96600  -0.139
C  -2.02871  -7.48516  -3.17317  -0.211
H  -1.13769  -7.16857  -5.14475  0.112
H  -2.35081  -5.96910  -4.66650  0.114
H  0.43801  -6.30478  -3.50557  0.117
H  -0.28681  -4.80657  -4.11142  0.116
H  -1.79795  -4.68693  -2.22645  0.087
H  -0.38113  -5.41882  -1.44754  0.115
H  -1.40384  -8.37881  -3.06661  0.116
H  -3.06598  -7.79981  -3.30976  0.115
C  5.36942  -4.58950  4.00543  -0.180
C  4.73998  -5.71474  3.21513  -0.179
C  4.62621  -5.10359  1.83260  -0.203
O  5.71207  -4.17564  1.69813  -0.160
C  6.30952  -3.97626  2.98654  -0.204
H  5.88056  -4.92066  4.91111  0.113
H  4.60216  -3.86238  4.29138  0.117
H  5.41800  -6.57429  3.18918  0.115
H  3.78054  -6.04903  3.61348  0.115
H  3.69128  -4.54410  1.72087  0.119
H  4.68174  -5.85104  1.03780  0.118
H  7.28078  -4.48303  2.98736  0.117
H  6.47319  -2.90934  3.15480  0.118

Summary:
Kohn-Sham gap, eV: 7.19

No. 2
A structure of composition C2HBrI2O, computed with ωB97M-V with the def2-TZVPD basis set.

Each line ends with the natural charge from an NBO analysis.
Atoms and positions in Å:
C  -0.30803  -0.89144  0.49266  0.324
C  0.09705  0.31449  -0.41046  -0.500
O  -1.22894  -1.63568  0.41955  -0.458
Br  -0.26793  2.22626  0.99936  -0.097
I  2.15502  0.02026  -0.58895  0.299
I  -0.83756  0.85928  -2.28557  0.292
H  0.39038  -0.89317  1.37340  0.139

Summary:
ΔE to the lowest compared entry with this formula, charge and spin, kcal/mol: 19.05
Kohn-Sham gap, eV: 7.84

No. 3
A cluster of 2 separate species, C6H11PS in total, computed with ωB97M-V with the def2-TZVPD basis set.

Each line ends with the natural charge from an NBO analysis.
Atoms and positions in Å:
C  -0.73244  0.80035  1.14036  -0.292
C  -0.31947  -0.32537  0.59569  -0.236
C  0.20720  1.98802  0.90170  -0.430
C  1.34618  1.61471  -0.05789  -0.721
C  -2.41714  -2.27214  0.25906  -0.431
C  0.84080  -0.81866  -1.64543  -0.998
P  1.34345  -0.26526  -0.00765  1.239
S  2.75619  -1.12880  0.98416  -0.533
H  -1.71336  1.06856  1.59523  0.229
H  -0.37645  2.79468  0.54699  0.219
H  0.78958  2.29456  1.87404  0.224
H  1.20442  2.04776  -1.05180  0.236
H  2.32014  1.96555  0.25501  0.246
H  -2.11073  -1.75883  -0.61231  0.175
H  -3.27981  -1.99247  0.81235  0.170
H  -1.95971  -3.13431  0.51409  0.162
H  -0.11237  -0.33260  -2.12899  0.254
H  1.61233  -0.73460  -2.56835  0.250
H  0.60122  -1.81116  -1.40623  0.238

Summary:
ΔE to the lowest compared entry with this formula, charge and spin, kcal/mol: 104.58
Kohn-Sham gap (alpha / beta), eV: 7.78 / 8.69

No. 4
A cluster of 2 separate species, C9H14O in total, computed with ωB97M-V with the def2-TZVPD basis set.

Each line ends with the natural charge from an NBO analysis.
Atoms and positions in Å:
C  2.11684  2.95225  1.07932  -0.621
C  1.35460  1.93532  0.26251  -0.060
C  1.44647  2.10119  -1.14684  -0.177
C  0.78070  1.30149  -2.06956  -0.266
C  -0.07213  0.31965  -1.58463  0.302
O  -0.60389  -0.54992  -2.49437  -0.664
C  -0.39591  0.30943  -0.23119  -0.318
C  0.34324  1.09120  0.68247  -0.178
H  2.20705  2.54607  2.08853  0.211
H  1.62924  3.92156  1.09001  0.221
H  3.12705  3.06390  0.70295  0.215
H  2.23954  2.71228  -1.59852  0.205
H  1.06021  1.32716  -3.11543  0.225
H  -1.35211  -0.95933  -2.06778  0.478
H  -1.23642  -0.14499  0.27625  0.220
H  0.19647  0.81728  1.71737  0.206
C  -1.58576  -2.76746  1.52393  -0.612
C  -1.68368  -2.94951  0.01622  -0.616
H  -2.26229  -3.44047  2.06548  0.208
H  -0.57025  -3.02568  1.85381  0.203
H  -1.58568  -1.72975  1.91698  0.202
H  -1.67380  -4.00403  -0.22643  0.216
H  -0.86443  -2.38422  -0.44439  0.206
H  -2.61505  -2.44344  -0.29668  0.194

Summary:
ΔE to the lowest compared entry with this formula, charge and spin, kcal/mol: 18.43
Kohn-Sham gap, eV: 9.38

No. 5
A structure of composition C28H28I2N3O2Pd, computed with ωB97M-V with the def2-TZVPD basis set.

Each line ends with the natural charge from an NBO analysis.
Atoms and positions in Å:
Pd  -0.53316  0.26285  -0.25286  0.538
I  4.93117  5.60381  2.45172  0.067
C  3.87587  3.98618  1.63984  -0.236
C  4.42287  2.71416  1.67854  -0.270
C  3.70902  1.66521  1.13142  -0.269
I  4.52940  -0.25612  1.24681  0.074
C  2.42289  1.78869  0.52512  0.450
O  1.79135  0.80561  0.03505  -0.819
C  1.90742  3.13353  0.52740  -0.143
C  0.52321  3.38188  -0.01126  -0.221
N  -0.50313  2.76553  0.81442  -0.653
C  -0.55476  3.10889  2.22254  -0.253
C  0.02531  1.98538  3.06085  0.228
C  1.34329  2.00769  3.50704  -0.254
C  1.85393  0.89523  4.15176  -0.164
C  1.02025  -0.19244  4.36575  -0.278
C  -0.29062  -0.10398  3.92638  0.032
N  -0.78658  0.94609  3.27841  -0.436
C  2.62597  4.18366  1.06163  -0.237
H  5.39048  2.53985  2.12893  0.224
H  0.42373  2.94078  -1.00513  0.235
H  0.38444  4.47205  -0.10660  0.151
H  -1.39455  2.73705  0.34331  0.407
H  -1.59256  3.24706  2.52993  0.206
H  -0.01106  4.04086  2.42361  0.178
H  1.96964  2.86811  3.30757  0.232
H  2.89012  0.87121  4.46608  0.215
H  1.37408  -1.08928  4.85754  0.210
H  -0.97730  -0.92669  4.09746  0.179
H  2.19243  5.17741  1.04075  0.210
C  -1.92350  -3.71797  -5.64211  -0.622
C  -1.98151  -2.67508  -4.55649  -0.025
C  -2.85885  -2.78621  -3.49132  -0.239
C  -2.91034  -1.82564  -2.48622  0.006
C  -3.87445  -2.03294  -1.34400  -0.631
C  -2.06105  -0.70806  -2.53058  -0.085
C  -2.15758  0.30072  -1.42560  0.057
O  -1.63686  1.49599  -1.54197  -0.722
C  -1.14748  -0.59289  -3.59797  0.031
C  -0.14521  0.52532  -3.70224  -0.634
C  -1.13694  -1.57235  -4.58355  -0.224
H  -2.69744  -4.47354  -5.50283  0.204
H  -0.95598  -4.22548  -5.64997  0.209
H  -2.06364  -3.26914  -6.62799  0.207
H  -3.52340  -3.64388  -3.43443  0.188
H  -4.37117  -2.99927  -1.43829  0.201
H  -4.64382  -1.25838  -1.31253  0.212
H  -3.35368  -2.00792  -0.38505  0.215
H  -3.07552  0.22014  -0.83290  0.137
H  -0.62802  1.50012  -3.71421  0.238
H  0.44852  0.40401  -4.61096  0.187
H  0.53252  0.53007  -2.84419  0.242
H  -0.42724  -1.47222  -5.40014  0.191
C  0.63737  -3.81891  2.17287  -0.179
C  1.56825  -3.13786  1.40610  -0.249
C  1.16969  -2.01213  0.70228  0.058
N  -0.08447  -1.55356  0.73513  -0.461
C  -0.97683  -2.20776  1.48242  0.056
C  -0.66571  -3.34120  2.21068  -0.276
H  0.91918  -4.70111  2.73426  0.208
H  2.59942  -3.45903  1.35454  0.220
H  1.86507  -1.42467  0.11894  0.255
H  -1.97360  -1.78685  1.49501  0.209
H  -1.42887  -3.83258  2.79926  0.214

Summary:
Net charge: -1
ΔE to the lowest compared entry with this formula, charge and spin, kcal/mol: 0.00
Kohn-Sham gap, eV: 6.50

Repeat the third record exactly.
A cluster of 2 separate species, C6H11PS in total, computed with ωB97M-V with the def2-TZVPD basis set.

Each line ends with the natural charge from an NBO analysis.
Atoms and positions in Å:
C  -0.73244  0.80035  1.14036  -0.292
C  -0.31947  -0.32537  0.59569  -0.236
C  0.20720  1.98802  0.90170  -0.430
C  1.34618  1.61471  -0.05789  -0.721
C  -2.41714  -2.27214  0.25906  -0.431
C  0.84080  -0.81866  -1.64543  -0.998
P  1.34345  -0.26526  -0.00765  1.239
S  2.75619  -1.12880  0.98416  -0.533
H  -1.71336  1.06856  1.59523  0.229
H  -0.37645  2.79468  0.54699  0.219
H  0.78958  2.29456  1.87404  0.224
H  1.20442  2.04776  -1.05180  0.236
H  2.32014  1.96555  0.25501  0.246
H  -2.11073  -1.75883  -0.61231  0.175
H  -3.27981  -1.99247  0.81235  0.170
H  -1.95971  -3.13431  0.51409  0.162
H  -0.11237  -0.33260  -2.12899  0.254
H  1.61233  -0.73460  -2.56835  0.250
H  0.60122  -1.81116  -1.40623  0.238

Summary:
ΔE to the lowest compared entry with this formula, charge and spin, kcal/mol: 104.58
Kohn-Sham gap (alpha / beta), eV: 7.78 / 8.69